(1)
Molecular formula: C28H30N3O4ReS
Method: DFT, the ωB97M-V functional and the def2-TZVPD basis

Atoms and positions in Å:
Re (-0.496, -0.017, -0.889)
S (3.863, 0.677, -2.161)
C (3.915, -0.701, -1.036)
C (5.017, -1.379, -0.424)
C (4.736, -2.424, 0.419)
C (3.448, -2.843, 0.674)
C (2.361, -2.110, 0.218)
C (2.610, -1.005, -0.602)
N (1.640, -0.189, -1.260)
C (2.126, 0.602, -2.136)
C (1.156, 1.367, -2.926)
C (1.414, 2.427, -3.808)
C (0.400, 2.851, -4.664)
C (-0.850, 2.365, -4.587)
C (-1.157, 1.218, -3.702)
C (-0.135, 0.831, -2.680)
H (6.067, -1.164, -0.754)
H (5.467, -3.120, 0.690)
H (3.223, -3.720, 1.363)
H (1.345, -2.321, 0.586)
H (2.484, 2.780, -3.983)
H (0.594, 3.638, -5.317)
H (-1.567, 2.842, -5.224)
H (-2.893, 0.953, -4.583)
C (0.377, 3.282, -0.037)
O (0.951, 2.170, 0.637)
C (0.027, 1.218, 0.735)
O (0.406, -0.049, 0.878)
H (-0.055, 4.003, 0.671)
H (-0.286, 3.016, -0.847)
H (1.241, 3.686, -0.522)
C (-0.544, -1.684, 4.471)
C (-0.690, -0.217, 4.728)
N (-0.304, 0.641, 3.583)
C (1.113, 1.094, 3.455)
C (2.143, 0.101, 3.279)
C (-1.298, 0.993, 2.778)
C (-2.758, 0.956, 3.167)
N (-1.114, 1.583, 1.551)
H (-1.274, -2.164, 5.143)
H (0.439, -2.095, 4.606)
H (-0.838, -1.988, 3.434)
H (0.066, -0.008, 5.455)
H (-1.689, 0.078, 5.063)
H (1.275, 1.589, 4.408)
H (1.097, 1.860, 2.610)
H (2.441, -0.380, 4.216)
H (2.944, 0.629, 2.822)
H (1.743, -0.710, 2.651)
H (-2.968, -0.031, 3.632)
H (-3.374, 1.183, 2.288)
H (-2.809, 1.727, 3.921)
H (-1.995, 1.747, 1.061)
O (-2.228, 0.116, -0.587)
O (-3.493, 0.245, -0.404)
C (-2.321, 0.519, -3.807)
C (-2.572, -0.830, -3.257)
C (-3.906, -1.257, -2.894)
C (-4.044, -2.434, -2.198)
C (-2.941, -3.224, -1.947)
C (-1.709, -2.798, -2.271)
C (-1.459, -1.657, -3.042)
H (-4.681, -0.671, -3.425)
H (-5.043, -2.754, -2.009)
H (-3.272, -4.159, -1.463)
H (-0.818, -3.379, -2.225)
H (-0.544, -1.505, -3.525)

Computed properties:
F_max (Eh/bohr): 0.072
Relative energy (zero: lowest compared OMol25 entry of this formula, charge and spin) (kJ/mol): 373.1
Frontier orbital gap (alpha / beta) (eV): 6.079 / 6.205
DFT total energy (eV): -55126.7011
LUMO energy (alpha / beta) (eV): -7.7 / -7.7
Total charge: +2

***

(2)
Molecular formula: C16H41ClN2O6SSi
Method: DFT, the ωB97M-V functional and the def2-TZVPD basis

Atoms and positions in Å:
O (4.905, 4.739, -3.253)
S (3.641, 4.776, -3.871)
O (3.549, 5.223, -5.204)
Cl (2.911, 2.877, -3.778)
C (2.588, 5.807, -2.869)
C (1.208, 6.191, -3.426)
C (0.452, 5.141, -4.219)
C (-1.018, 5.563, -4.432)
Si (-2.144, 4.856, -3.093)
H (2.499, 5.392, -1.875)
H (3.207, 6.691, -2.792)
H (0.605, 6.408, -2.548)
H (1.275, 7.122, -3.972)
H (0.461, 4.228, -3.643)
H (0.933, 4.999, -5.176)
H (-1.340, 5.114, -5.362)
H (-1.106, 6.639, -4.498)
H (-2.362, 5.823, -1.993)
H (-1.606, 3.589, -2.557)
H (-3.458, 4.547, -3.706)
C (-2.389, -2.336, -0.015)
O (-3.303, -1.369, -0.505)
C (-4.266, -0.932, 0.443)
C (-3.985, 0.481, 0.902)
N (-2.787, 0.539, 1.730)
C (-2.304, 1.886, 2.019)
C (-1.860, 2.764, 0.854)
O (-0.675, 2.330, 0.214)
C (-0.843, 1.309, -0.752)
H (-1.844, -2.730, -0.872)
H (-1.668, -1.902, 0.676)
H (-2.914, -3.161, 0.478)
H (-4.314, -1.614, 1.298)
H (-5.239, -0.951, -0.056)
H (-4.835, 0.841, 1.491)
H (-3.911, 1.107, 0.002)
H (-2.045, 0.019, 1.281)
H (-1.449, 1.783, 2.693)
H (-3.083, 2.417, 2.575)
H (-1.626, 3.750, 1.266)
H (-2.660, 2.920, 0.119)
H (-1.798, 1.393, -1.276)
H (-0.759, 0.314, -0.307)
H (-0.039, 1.408, -1.483)
C (4.710, -5.208, 2.084)
O (3.607, -6.022, 1.737)
C (3.002, -6.701, 2.829)
C (1.631, -6.142, 3.139)
N (1.715, -4.800, 3.699)
C (0.439, -4.100, 3.810)
C (-0.348, -3.814, 2.537)
O (0.252, -2.864, 1.676)
C (1.243, -3.371, 0.800)
H (5.194, -4.907, 1.156)
H (4.402, -4.304, 2.622)
H (5.431, -5.757, 2.696)
H (3.645, -6.671, 3.712)
H (2.888, -7.748, 2.532)
H (1.139, -6.797, 3.864)
H (1.048, -6.175, 2.208)
H (2.341, -4.245, 3.131)
H (0.639, -3.141, 4.292)
H (-0.204, -4.668, 4.490)
H (-1.299, -3.369, 2.843)
H (-0.594, -4.727, 1.980)
H (1.023, -4.395, 0.489)
H (2.239, -3.332, 1.248)
H (1.255, -2.733, -0.084)

Computed properties:
F_max (Eh/bohr): 0.030
Frontier orbital gap (eV): 8.996
DFT total energy (eV): -63753.6072
SMILES: O=S(=O)(Cl)CCCC[SiH3].COCCNCCOC.COCCNCCOC
LUMO energy (eV): 0.4

***

(3)
Molecular formula: C33H41N5P2Pt
Method: DFT, the ωB97M-V functional and the def2-TZVPD basis

Atoms and positions in Å:
Pt (-0.853, 0.098, 1.205)
C (-2.869, -2.289, 4.287)
N (-2.174, -1.434, 3.320)
P (-0.938, -0.257, 3.409)
C (-1.585, 1.200, 4.242)
C (-2.746, 1.145, 5.008)
C (-3.194, 2.283, 5.666)
C (-2.488, 3.472, 5.557)
C (-1.329, 3.530, 4.791)
C (-0.874, 2.397, 4.138)
C (0.516, -0.726, 4.340)
C (1.764, -0.303, 3.883)
C (2.898, -0.532, 4.647)
C (2.787, -1.184, 5.868)
C (1.542, -1.582, 6.338)
C (0.403, -1.340, 5.587)
P (-2.558, -1.173, 1.710)
C (-4.286, -0.712, 1.623)
C (-5.262, -1.630, 1.237)
C (-6.600, -1.263, 1.267)
C (-6.961, 0.011, 1.682)
C (-5.988, 0.929, 2.069)
C (-4.653, 0.571, 2.038)
C (-2.305, -2.653, 0.721)
C (-2.599, -2.606, -0.644)
C (-2.368, -3.717, -1.437)
C (-1.850, -4.877, -0.870)
C (-1.548, -4.921, 0.484)
C (-1.765, -3.807, 1.281)
H (-2.169, -2.634, 5.042)
H (-3.261, -3.163, 3.769)
H (-3.701, -1.772, 4.765)
H (-3.313, 0.228, 5.090)
H (-4.094, 2.239, 6.266)
H (-2.838, 4.357, 6.071)
H (-0.781, 4.459, 4.710)
H (0.038, 2.448, 3.553)
H (1.850, 0.226, 2.939)
H (3.865, -0.196, 4.296)
H (3.671, -1.366, 6.464)
H (1.456, -2.069, 7.300)
H (-0.564, -1.616, 5.989)
H (-4.985, -2.626, 0.913)
H (-7.360, -1.972, 0.968)
H (-8.005, 0.294, 1.704)
H (-6.275, 1.922, 2.390)
H (-3.888, 1.285, 2.330)
H (-3.020, -1.710, -1.087)
H (-2.600, -3.686, -2.493)
H (-1.682, -5.749, -1.489)
H (-1.142, -5.824, 0.920)
H (-1.490, -3.834, 2.328)
C (-3.380, 1.240, -1.224)
C (-1.932, 1.492, -1.436)
N (-0.911, 1.043, -0.715)
C (0.245, 1.564, -1.274)
C (-0.082, 2.325, -2.344)
N (-1.453, 2.263, -2.427)
H (-3.533, 0.298, -0.704)
H (-3.908, 1.201, -2.176)
H (-3.827, 2.031, -0.618)
H (1.221, 1.356, -0.874)
H (0.518, 2.887, -3.036)
H (-2.020, 2.717, -3.126)
C (3.933, -1.929, 0.579)
C (2.667, -2.788, 0.604)
C (2.837, -3.932, 1.597)
C (2.355, -3.335, -0.785)
N (1.489, -2.036, 1.102)
N (1.159, -0.863, 0.350)
H (4.797, -2.535, 0.306)
H (4.130, -1.496, 1.564)
H (3.885, -1.121, -0.157)
H (3.656, -4.582, 1.291)
H (1.924, -4.526, 1.655)
H (3.068, -3.552, 2.597)
H (3.154, -3.998, -1.114)
H (2.276, -2.542, -1.533)
H (1.421, -3.899, -0.769)
H (1.671, -1.736, 2.051)
H (0.735, -1.204, -0.509)
H (1.995, -0.346, 0.067)

Computed properties:
F_max (Eh/bohr): 0.016
Relative energy (zero: lowest compared OMol25 entry of this formula, charge and spin) (kJ/mol): 138.2
Frontier orbital gap (eV): 7.807
DFT total energy (eV): -64150.3581
LUMO energy (eV): -6.2
Total charge: +2

***

(4)
Molecular formula: H40O24PPd
Method: DFT, the ωB97M-V functional and the def2-TZVPD basis

Atoms and positions in Å:
Pd (-14.761, 2.447, -3.503)
P (-15.591, 4.851, -4.385)
O (-16.249, 4.717, -5.716)
O (-16.335, 3.917, -3.359)
O (-15.232, 6.202, -3.818)
O (-14.101, 4.152, -4.559)
O (-12.151, 4.447, -2.223)
H (-12.106, 5.035, -3.049)
H (-11.655, 4.936, -1.581)
O (-15.163, 1.719, 0.523)
H (-16.022, 1.860, 0.845)
H (-14.946, 2.587, 0.140)
O (-16.112, 4.604, -8.212)
H (-16.429, 4.681, -7.263)
H (-15.176, 4.733, -8.151)
O (-16.141, -1.895, -2.894)
H (-16.001, -1.004, -2.538)
H (-16.857, -1.918, -3.527)
O (-13.886, 8.592, -5.134)
H (-14.312, 7.801, -4.742)
H (-14.544, 9.247, -4.698)
O (-13.624, 3.322, -7.072)
H (-14.043, 3.649, -6.214)
H (-12.880, 3.969, -7.091)
O (-15.895, 2.168, -7.431)
H (-14.952, 2.361, -7.371)
H (-16.103, 3.063, -7.850)
O (-18.117, 4.417, -0.196)
H (-18.414, 5.118, -0.819)
H (-17.160, 4.581, 0.034)
O (-14.159, 3.142, -1.421)
H (-13.365, 3.691, -1.671)
H (-14.885, 3.836, -1.161)
O (-16.158, 1.560, -5.082)
H (-16.707, 2.176, -4.512)
H (-16.093, 2.006, -6.059)
O (-13.486, 0.304, -6.578)
H (-13.488, 1.250, -6.817)
H (-14.355, 0.020, -6.748)
O (-18.557, 6.562, -6.796)
H (-17.914, 5.990, -6.426)
H (-18.144, 7.402, -6.623)
O (-18.115, 1.900, -0.614)
H (-18.225, 2.845, -0.691)
H (-19.019, 1.574, -0.559)
O (-15.914, 0.773, -2.014)
H (-15.397, 0.972, -1.220)
H (-16.812, 1.109, -1.818)
O (-15.502, 5.390, -1.084)
H (-16.165, 5.512, -1.844)
H (-14.758, 6.029, -1.124)
O (-13.383, 7.252, -2.341)
H (-14.036, 6.813, -2.975)
H (-13.822, 8.068, -2.518)
O (-11.700, 4.436, -5.084)
H (-11.255, 3.655, -4.772)
H (-12.650, 4.237, -4.870)
O (-13.375, -1.807, -2.825)
H (-13.223, -1.444, -1.964)
H (-14.237, -2.293, -2.786)
O (-13.088, 0.689, -3.938)
H (-13.319, -0.116, -3.431)
H (-13.080, 0.449, -4.877)
O (-18.564, 5.854, -2.578)
H (-18.370, 4.992, -2.984)
H (-18.178, 6.444, -3.254)

Computed properties:
F_max (Eh/bohr): 0.066
Relative energy (zero: lowest compared OMol25 entry of this formula, charge and spin) (kJ/mol): 91.9
Frontier orbital gap (alpha / beta) (eV): 8.478 / 8.974
DFT total energy (eV): -62566.2953
Spin multiplicity: 3
LUMO energy (alpha / beta) (eV): 2.2 / 2.2
Total charge: -1

***

(5)
Molecular formula: C4H5N3
Method: DFT, the ωB97M-V functional and the def2-TZVPD basis

Atoms and positions in Å:
N (1.739, -0.302, 0.793)
C (0.447, -0.014, 0.184)
C (-0.167, -1.229, -0.082)
N (-1.372, -1.221, -0.718)
C (-1.921, -0.009, -0.942)
N (-1.433, 1.182, -0.584)
C (-0.222, 1.171, -0.022)
H (2.527, -0.295, 0.148)
H (2.004, 0.194, 1.640)
H (1.079, -1.629, 0.703)
H (-2.898, 0.056, -1.442)
H (0.188, 2.123, 0.295)

Computed properties:
F_max (Eh/bohr): 0.047
Relative energy (zero: lowest compared OMol25 entry of this formula, charge and spin) (kJ/mol): 372.2
Frontier orbital gap (eV): 9.373
DFT total energy (eV): -8695.9551
LUMO energy (eV): 0.6

***

(6)
Molecular formula: C3H5N2O
Method: DFT, the ωB97M-V functional and the def2-TZVPD basis

Atoms and positions in Å:
C (-2.424, 0.258, 0.038)
C (2.314, 0.515, -0.046)
C (0.019, 0.366, 0.127)
N (-1.186, 0.628, 0.341)
N (1.197, 0.386, 0.517)
O (-0.201, -1.698, 0.104)
H (-3.161, 0.127, 0.876)
H (-2.704, 0.099, -1.002)
H (3.221, 0.600, 0.608)
H (2.347, 0.583, -1.066)
H (0.579, -1.865, -0.498)

Computed properties:
F_max (Eh/bohr): 0.138
Relative energy (zero: lowest compared OMol25 entry of this formula, charge and spin) (kJ/mol): 663.6
Frontier orbital gap (alpha / beta) (eV): 8.047 / 7.981
DFT total energy (eV): -8206.3157
LUMO energy (alpha / beta) (eV): -7.0 / -7.0
Total charge: +1